{"formula": "C10H40O10", "method": "ωB97M-V/def2-TZVPD", "elements": ["C", "O", "H", "H", "H", "H", "C", "O", "H", "H", "H", "H", "C", "O", "H", "H", "H", "H", "C", "O", "H", "H", "H", "H", "C", "O", "H", "H", "H", "H", "C", "O", "H", "H", "H", "H", "C", "O", "H", "H", "H", "H", "C", "O", "H", "H", "H", "H", "C", "O", "H", "H", "H", "H", "C", "O", "H", "H", "H", "H"], "positions_angstrom": [[-4.903, -0.609, -1.482], [-4.844, -1.720, -2.323], [-5.499, -1.065, -0.691], [-3.972, -0.175, -1.117], [-5.479, 0.166, -1.988], [-4.639, -1.309, -3.166], [-2.633, 3.384, -1.393], [-2.192, 4.597, -1.877], [-2.352, 3.307, -0.343], [-3.713, 3.236, -1.405], [-2.225, 2.636, -2.073], [-2.430, 5.298, -1.266], [2.941, 2.338, 2.033], [3.304, 1.269, 2.920], [2.215, 1.978, 1.303], [2.389, 3.160, 2.488], [3.807, 2.776, 1.536], [2.747, 1.289, 3.702], [1.089, -2.915, 2.382], [1.891, -2.114, 1.459], [0.987, -3.907, 1.942], [1.503, -3.055, 3.380], [0.127, -2.433, 2.555], [2.798, -2.082, 1.772], [-1.290, -0.296, -4.179], [-2.348, -0.822, -4.998], [-1.728, 0.307, -3.383], [-0.619, -1.007, -3.697], [-0.631, 0.402, -4.695], [-1.960, -1.328, -5.715], [4.302, -0.610, -0.744], [3.060, -1.346, -0.996], [4.767, -0.285, -1.675], [4.057, 0.340, -0.269], [5.009, -1.118, -0.089], [2.618, -1.610, -0.186], [-0.340, -0.148, -0.147], [-0.128, 0.522, 1.101], [-1.131, 0.353, -0.707], [0.570, -0.153, -0.746], [-0.621, -1.187, 0.024], [0.478, 0.008, 1.640], [1.912, 0.091, 5.649], [1.213, 0.753, 4.703], [1.657, -0.968, 5.637], [2.996, 0.179, 5.573], [1.584, 0.401, 6.642], [0.425, 0.231, 4.531], [2.530, -0.336, -4.158], [2.216, 0.477, -3.028], [1.781, -1.123, -4.066], [2.540, 0.230, -5.090], [3.533, -0.758, -4.094], [2.459, -0.114, -2.312], [-2.953, -0.924, 1.866], [-4.297, -1.077, 2.286], [-2.954, -1.168, 0.804], [-2.566, 0.079, 2.042], [-2.236, -1.600, 2.333], [-4.821, -0.442, 1.792]], "atomic_forces_ev_per_a": [[-1.656, -0.342, 0.724], [1.165, 0.079, -1.220], [0.088, 0.984, 0.783], [0.385, -0.262, -0.050], [-0.086, 0.349, 0.349], [0.186, -0.775, -0.636], [-0.459, -0.636, 0.451], [0.229, 1.306, -0.688], [0.379, -0.757, 0.058], [-0.348, 0.268, -0.227], [0.252, -0.290, 0.463], [-0.049, 0.068, -0.049], [-0.370, -0.199, 0.617], [0.444, 0.865, -1.042], [-0.002, -0.374, -0.552], [0.196, -0.041, 0.604], [0.128, -0.415, 0.021], [-0.528, 0.101, 0.010], [0.291, -0.202, -0.383], [-0.510, 0.052, 0.796], [-0.355, 0.098, 0.049], [0.563, 0.296, -0.166], [-0.049, -0.027, -0.458], [0.079, -0.047, 0.359], [-0.253, 0.565, -0.157], [0.892, 0.308, 0.915], [-0.335, -0.195, -0.033], [-0.301, -0.686, -0.060], [-0.088, 0.070, -0.513], [0.016, -0.049, -0.083], [-1.004, 0.545, 0.577], [1.293, 0.888, -1.246], [-0.044, -0.725, -0.200], [-0.099, 0.034, 0.335], [-0.091, -0.330, -0.315], [-0.146, -0.059, 0.424], [-0.309, 0.302, 0.942], [-0.404, 0.048, -1.192], [0.104, 0.154, 0.278], [0.473, 0.031, -0.253], [0.032, -0.205, -0.026], [0.425, -0.361, 0.083], [0.659, -1.956, 2.797], [-1.205, 1.294, -2.306], [0.351, -0.341, -0.113], [-0.052, 0.268, -0.218], [0.368, 0.279, 0.286], [-0.159, 0.402, -0.190], [0.040, 0.898, -0.036], [0.392, 0.276, -1.452], [-0.026, -0.552, -0.634], [-0.722, 0.094, 0.263], [0.100, -0.374, 0.546], [0.132, -0.715, 1.780], [-0.331, 0.055, -0.703], [0.542, -0.229, 0.703], [0.520, 0.222, -0.311], [-0.047, 0.260, -0.139], [-0.601, -0.337, 0.452], [-0.093, 0.024, -0.011]], "lowdin_charge": [-0.18, -0.10, 0.09, 0.05, 0.09, 0.07, -0.20, -0.10, 0.08, 0.08, 0.07, 0.09, -0.12, -0.09, 0.06, 0.09, 0.09, 0.02, -0.08, -0.15, 0.09, 0.09, 0.06, 0.09, -0.15, -0.09, 0.06, 0.06, 0.07, 0.08, -0.08, -0.14, 0.08, 0.07, 0.09, 0.03, -0.08, -0.03, 0.08, 0.08, 0.10, 0.07, -0.19, -0.10, 0.08, 0.09, 0.09, 0.10, -0.03, 0.08, 0.12, 0.11, 0.11, 0.04, -0.17, -0.08, 0.06, 0.08, 0.07, 0.08], "orbital_gap_ev": [10.12, 2.60], "lumo_energy_ev": [-2.26, -9.76], "charge": 1, "mol_weight_g_mol": 320.4, "spin_multiplicity": 2}

{"formula": "C22H18N2O3", "method": "ωB97M-V/def2-TZVPD", "elements": ["C", "H", "H", "H", "O", "C", "C", "C", "C", "C", "C", "O", "C", "H", "H", "H", "H", "C", "N", "O", "C", "N", "C", "C", "C", "C", "C", "C", "C", "C", "C", "C", "C", "C", "H", "H", "H", "H", "H", "H", "H", "H", "H", "H", "H"], "positions_angstrom": [[-2.713, 6.556, 0.443], [-3.070, 7.428, 0.991], [-3.552, 6.078, -0.066], [-1.973, 6.869, -0.296], [-2.150, 5.715, 1.425], [-1.606, 4.510, 1.114], [-1.120, 3.811, 2.220], [-0.533, 2.572, 2.104], [-0.421, 1.993, 0.845], [-0.900, 2.674, -0.272], [-1.490, 3.923, -0.164], [-1.966, 4.617, -1.250], [-1.847, 4.033, -2.523], [-2.286, 4.754, -3.212], [-2.398, 3.089, -2.588], [-0.800, 3.864, -2.794], [-0.793, 2.191, -1.229], [0.184, 0.692, 0.671], [0.675, -0.034, 1.646], [1.134, -1.168, 1.055], [0.884, -1.050, -0.258], [0.306, 0.081, -0.546], [1.283, -2.068, -1.211], [1.497, -1.671, -2.530], [1.945, -2.579, -3.468], [2.194, -3.891, -3.092], [1.968, -4.293, -1.789], [1.498, -3.399, -0.832], [1.194, -3.882, 0.526], [-0.088, -3.739, 1.050], [-0.381, -4.209, 2.316], [0.601, -4.828, 3.072], [1.875, -4.983, 2.553], [2.170, -4.518, 1.284], [3.166, -4.629, 0.882], [2.643, -5.465, 3.140], [0.372, -5.189, 4.064], [-1.378, -4.092, 2.715], [-0.856, -3.262, 0.456], [2.138, -5.321, -1.501], [2.556, -4.603, -3.819], [2.110, -2.266, -4.488], [1.314, -0.641, -2.792], [-0.162, 2.044, 2.967], [-1.224, 4.288, 3.182]], "atomic_forces_ev_per_a": [[-0.230, 0.388, -0.255], [0.017, -0.054, -0.056], [0.067, 0.058, 0.040], [-0.078, -0.013, 0.064], [0.177, -0.299, 0.113], [0.076, -0.139, 0.091], [-0.100, 0.150, -0.209], [0.009, -0.098, -0.284], [-0.282, 0.633, 0.186], [0.062, -0.097, 0.119], [-0.085, 0.176, -0.010], [0.057, 0.012, 0.479], [0.010, -0.077, -0.197], [0.045, -0.093, -0.004], [0.037, 0.021, 0.000], [-0.037, -0.016, 0.009], [-0.027, 0.018, -0.126], [0.569, -1.034, 0.197], [-0.440, 1.020, 0.540], [0.247, -0.379, -0.772], [-0.400, 0.995, 0.282], [0.103, -0.424, -0.297], [0.248, -0.568, -0.179], [-0.027, -0.002, 0.111], [-0.007, -0.008, -0.034], [0.021, 0.010, -0.015], [0.025, 0.019, 0.004], [0.021, 0.197, -0.249], [-0.065, -0.283, 0.238], [0.057, -0.132, -0.042], [-0.094, 0.028, -0.001], [0.019, -0.030, 0.080], [0.029, -0.073, 0.102], [-0.054, 0.072, -0.111], [0.089, -0.005, -0.032], [0.056, -0.030, 0.047], [-0.015, -0.029, 0.076], [-0.074, 0.006, 0.029], [-0.060, 0.053, -0.034], [-0.013, -0.083, 0.026], [0.020, -0.060, -0.057], [0.016, 0.038, -0.076], [0.004, 0.091, -0.037], [0.028, -0.021, 0.140], [-0.018, 0.065, 0.103]], "lowdin_charge": [-0.07, 0.09, 0.10, 0.09, -0.06, -0.19, 0.01, -0.02, -0.17, 0.04, -0.18, -0.12, -0.08, 0.10, 0.10, 0.10, 0.10, -0.29, 0.15, 0.04, -0.28, 0.22, -0.09, -0.01, -0.07, -0.07, -0.02, -0.12, -0.20, -0.03, -0.07, -0.09, -0.08, -0.03, 0.12, 0.10, 0.10, 0.10, 0.13, 0.12, 0.10, 0.10, 0.11, 0.11, 0.12], "orbital_gap_ev": 8.23, "lumo_energy_ev": 0.30, "mol_weight_g_mol": 358.4, "spin_multiplicity": 1, "smiles": "COc1ccc(-c2noc(-c3ccccc3-c3ccccc3)n2)cc1OC"}

{"formula": "C9H16N4", "method": "ωB97M-V/def2-TZVPD", "elements": ["C", "C", "C", "C", "C", "C", "C", "C", "C", "N", "N", "N", "N", "H", "H", "H", "H", "H", "H", "H", "H", "H", "H", "H", "H", "H", "H", "H", "H"], "positions_angstrom": [[-3.431, 0.667, -0.198], [-2.386, 1.599, -0.066], [-2.800, -0.489, -0.315], [-0.515, -2.476, 0.489], [1.459, 2.555, 0.648], [-0.378, -1.180, -0.078], [-1.397, -2.802, 1.428], [0.895, 0.154, -1.732], [1.861, -1.584, -0.264], [-1.213, 1.040, -0.009], [-1.465, -0.299, -0.184], [0.838, 3.575, 0.979], [0.725, -0.855, -0.721], [-4.487, 0.974, -0.381], [-2.513, 2.702, -0.167], [-3.339, -1.508, -0.278], [0.119, -3.235, 0.138], [1.346, 1.636, 1.204], [-2.169, -2.259, 1.973], [2.222, 2.667, -0.128], [-1.459, -3.906, 1.497], [1.479, 0.918, -1.391], [1.327, -0.248, -2.682], [-0.053, 0.653, -2.000], [2.005, -1.647, 0.800], [1.894, -2.662, -0.583], [2.700, -0.945, -0.740], [0.046, 3.635, 1.628], [0.985, 4.443, 0.351]], "atomic_forces_ev_per_a": [[-1.643, 2.277, -0.954], [-0.328, 1.962, -0.380], [-2.174, -4.625, 0.876], [-0.805, 1.075, 1.084], [1.693, -1.543, -0.021], [-1.021, 1.462, -2.053], [-0.968, -2.119, -0.328], [-2.096, -0.775, -2.396], [3.590, -0.101, -1.991], [0.852, 0.257, -0.337], [1.253, -0.037, 0.861], [-1.399, 3.871, -1.622], [-1.933, -0.741, 1.698], [1.024, -0.805, 0.440], [0.338, -1.028, 0.608], [1.485, 1.635, -0.566], [0.652, -0.779, -0.568], [-0.172, -0.125, -0.102], [0.548, 0.378, -0.248], [-0.272, -0.243, 0.185], [-0.054, 0.741, 0.795], [1.915, 1.819, 0.930], [-0.177, -0.082, 0.993], [0.349, -0.700, 0.186], [-0.280, 0.534, 0.552], [0.125, 1.204, -0.378], [-0.632, -1.826, 1.009], [0.501, -0.255, 0.093], [-0.371, -1.430, 1.635]], "lowdin_charge": [-0.02, -0.12, -0.06, -0.07, 0.10, -0.15, 0.16, 0.00, -0.02, 0.06, -0.05, 0.20, -0.10, 0.15, 0.14, 0.18, 0.11, 0.12, 0.10, 0.14, 0.12, 0.03, 0.15, 0.11, 0.11, 0.13, 0.14, 0.17, 0.22], "orbital_gap_ev": 8.70, "lumo_energy_ev": -7.98, "charge": 2, "mol_weight_g_mol": 180.3, "spin_multiplicity": 1}

{"formula": "C31H19Cl3N2O2S3Sm", "method": "ωB97M-V/def2-TZVPD", "elements": ["Sm", "Cl", "C", "C", "C", "Cl", "C", "O", "C", "Cl", "C", "H", "H", "C", "C", "N", "C", "C", "C", "C", "C", "C", "C", "C", "C", "N", "C", "H", "H", "H", "H", "H", "H", "H", "H", "O", "C", "C", "C", "C", "C", "S", "C", "C", "C", "C", "S", "C", "C", "C", "C", "S", "H", "H", "H", "H", "H", "H", "H", "H", "H"], "positions_angstrom": [[0.428, -0.226, 0.558], [3.770, -1.034, 7.339], [3.334, -0.776, 5.679], [1.996, -0.660, 5.336], [1.708, -0.462, 4.003], [0.021, -0.315, 3.503], [2.658, -0.369, 2.980], [2.296, -0.198, 1.729], [3.990, -0.489, 3.392], [5.257, -0.378, 2.218], [4.331, -0.691, 4.721], [1.223, -0.726, 6.086], [5.371, -0.780, 4.998], [-2.363, -4.061, 0.607], [-1.308, -3.157, 0.779], [-1.482, -1.849, 0.830], [-2.736, -1.346, 0.725], [-3.849, -2.174, 0.543], [-3.632, -3.563, 0.478], [-5.167, -1.608, 0.463], [-5.352, -0.282, 0.600], [-4.235, 0.597, 0.814], [-4.407, 1.982, 0.997], [-3.313, 2.775, 1.210], [-2.047, 2.175, 1.216], [-1.855, 0.884, 1.035], [-2.935, 0.084, 0.844], [-2.156, -5.120, 0.576], [-0.292, -3.524, 0.879], [-4.477, -4.225, 0.336], [-6.004, -2.276, 0.306], [-6.343, 0.151, 0.558], [-5.407, 2.395, 0.972], [-3.398, 3.840, 1.367], [-1.162, 2.784, 1.363], [-0.178, -0.311, -1.489], [0.834, 0.396, -2.207], [0.708, 1.881, -1.867], [-0.043, 2.809, -2.516], [-0.149, 4.047, -1.819], [0.510, 4.045, -0.633], [1.334, 2.561, -0.384], [0.656, 0.148, -3.680], [1.569, 0.255, -4.686], [1.004, -0.002, -5.961], [-0.331, -0.268, -5.885], [-0.899, -0.260, -4.278], [2.183, -0.151, -1.741], [3.416, 0.432, -1.684], [4.442, -0.469, -1.288], [3.971, -1.725, -1.065], [2.292, -1.835, -1.348], [-0.516, 2.605, -3.466], [-0.675, 4.912, -2.195], [0.636, 4.862, 0.058], [2.611, 0.491, -4.521], [1.555, 0.012, -6.889], [-0.993, -0.506, -6.702], [3.592, 1.474, -1.910], [5.479, -0.199, -1.160], [4.528, -2.583, -0.727]], "atomic_forces_ev_per_a": [[-0.077, 0.107, 0.760], [-0.038, 0.014, -0.057], [0.024, -0.022, 0.156], [0.232, -0.008, 0.003], [-0.208, 0.026, 0.005], [0.146, -0.021, 0.167], [-0.141, -0.029, -0.065], [-0.182, -0.026, -0.260], [0.229, 0.004, 0.211], [-0.112, 0.001, -0.016], [-0.140, 0.033, -0.152], [-0.038, 0.004, -0.019], [0.008, -0.004, 0.028], [0.112, 0.080, 0.003], [-0.154, -0.006, -0.035], [0.112, 0.040, -0.056], [-0.029, 0.068, 0.006], [-0.084, -0.084, 0.033], [0.038, 0.026, -0.003], [0.092, 0.004, 0.007], [0.056, 0.026, 0.001], [-0.123, -0.001, -0.088], [0.022, -0.081, -0.004], [0.091, -0.057, -0.013], [-0.041, 0.124, -0.039], [0.151, -0.252, -0.055], [0.090, -0.028, 0.118], [-0.032, -0.011, -0.008], [0.007, 0.021, -0.018], [-0.006, -0.007, 0.002], [-0.020, 0.001, 0.002], [-0.013, -0.009, 0.001], [0.003, 0.039, 0.012], [-0.022, 0.008, -0.004], [-0.003, -0.022, 0.008], [0.256, 0.301, -0.346], [-0.071, -0.359, 0.324], [-0.090, 0.181, -0.253], [0.033, -0.171, -0.010], [0.044, 0.037, 0.113], [-0.118, 0.106, -0.031], [0.103, -0.225, -0.106], [-0.010, 0.130, -0.119], [0.019, -0.063, 0.085], [-0.186, 0.083, -0.022], [0.149, -0.087, -0.186], [-0.040, 0.019, 0.084], [0.118, 0.229, -0.237], [-0.087, 0.024, 0.106], [-0.051, -0.277, -0.018], [0.217, 0.207, 0.108], [-0.209, -0.118, -0.123], [-0.009, 0.007, -0.006], [-0.018, -0.005, -0.025], [0.032, -0.013, 0.033], [0.017, 0.009, 0.012], [0.030, 0.013, -0.002], [-0.039, -0.016, 0.024], [-0.022, 0.003, -0.022], [0.003, 0.053, -0.015], [-0.022, -0.023, 0.001]], "lowdin_charge": [1.56, 0.69, -0.67, -0.12, -0.53, 0.72, -0.47, -0.35, -0.57, 0.74, -0.12, 0.11, 0.11, -0.01, -0.09, -0.01, -0.14, -0.12, 0.03, 0.00, 0.00, -0.13, 0.02, -0.01, -0.11, 0.01, -0.14, 0.12, 0.12, 0.13, 0.13, 0.13, 0.13, 0.12, 0.10, -0.42, -0.63, -0.42, -0.08, -0.14, -0.39, 1.02, -0.49, -0.10, -0.17, -0.40, 1.08, -0.54, -0.11, -0.16, -0.37, 1.05, 0.12, 0.11, 0.08, 0.12, 0.11, 0.07, 0.12, 0.11, 0.08], "orbital_gap_ev": [7.02, 7.05], "lumo_energy_ev": [-3.43, -3.42], "charge": 1, "mol_weight_g_mol": 804.4, "spin_multiplicity": 6}